No. 1
The following is a DFT calculation (ωB97M-V/def2-TZVPD) of a single C3H7NS molecule.

XYZ file:
```
12
Properties=species:S:1:pos:R:3:forces:R:3:lowdin_charge:R:1
C 1.505349 -0.846797 -0.407585 -0.4 0.3 -0.7 -0.091
C 0.391814 -0.179762 0.442885 1.0 -0.8 1.8 -0.291
C -1.872452 0.887647 0.278993 1.3 -0.6 -1.3 -0.739
H 2.190019 -0.105134 -0.866550 -0.4 -0.3 0.2 0.073
H 1.030272 -1.424698 -1.226280 0.2 0.3 0.4 0.077
H 2.123865 -1.570348 0.150435 -0.4 0.5 0.1 0.073
H 0.792805 0.573335 1.150893 0.2 -0.1 -0.6 0.117
H 0.033579 -0.954532 1.135370 -0.3 0.0 -0.3 0.112
H -0.455472 0.841021 -1.193396 -0.5 -0.7 1.3 0.143
H -2.089788 0.506985 1.256473 0.2 -0.3 0.6 0.048
N -0.711394 0.369006 -0.289313 -1.3 1.9 -1.5 -0.096
S -2.938597 1.903278 -0.431924 0.4 -0.2 0.0 0.574
```
Positions in Å, forces in eV/Å.

Total energy in hartree: -571.4308
Gap between HOMO and LUMO in eV: 9.13
Highest occupied orbital energy in hartree: -0.3126
Total charge: 0
Strongest force on any atom in hartree/bohr: 0.052

***

No. 2
The following is a DFT calculation (ωB97M-V/def2-TZVPD) of a 2-piece molecular cluster, C2H6OS2 overall.

XYZ file:
```
11
Properties=species:S:1:pos:R:3:forces:R:3:lowdin_charge:R:1
S -2.936981 -0.304351 0.101964 0.0 -0.1 -0.2 0.236
S -2.184759 -1.368537 1.709844 0.0 0.0 0.3 0.236
H -1.942809 0.588696 0.077496 -0.2 0.2 0.0 -0.249
H -0.910986 -1.403191 1.297215 0.0 -0.2 -0.1 -0.233
C 0.502755 0.937499 -1.038996 0.5 -0.5 -0.1 -0.001
C 1.347910 0.055236 -0.533200 0.7 0.3 0.5 -0.273
O 1.293755 -0.315945 0.791471 0.4 0.3 0.0 -0.042
H 0.480112 1.051138 -2.112174 0.0 0.5 0.1 0.060
H -0.073082 1.532822 -0.357447 -0.6 0.0 -0.1 0.049
H 2.230586 -0.310566 -1.057860 -0.5 -0.4 -0.3 0.112
H 2.193497 -0.462799 1.121687 -0.4 -0.1 -0.1 0.104
```
Positions in Å, forces in eV/Å.

Total energy in hartree: -951.3621
Gap between HOMO and LUMO in eV: 8.99
Highest occupied orbital energy in hartree: -0.3125
Total charge: 0
Strongest force on any atom in hartree/bohr: 0.018

***

No. 3
The following is a DFT calculation (ωB97M-V/def2-TZVPD) of a single C19H19BrN4O2 molecule.

XYZ file:
```
45
Properties=species:S:1:pos:R:3:forces:R:3:lowdin_charge:R:1
C 4.339773 0.072032 -0.978217 0.1 -0.3 0.1 -0.079
H 5.382707 0.079048 -1.283603 0.1 0.1 0.0 0.072
H 4.170393 0.902469 -0.299011 0.0 0.1 0.0 0.064
H 3.715441 0.222043 -1.854470 -0.1 0.0 -0.1 0.074
C 4.001388 -1.261283 -0.320833 0.1 0.2 -0.2 -0.247
N 2.602664 -1.292028 0.085320 0.1 -0.2 0.0 -0.187
C 2.356270 -0.583254 1.335354 0.0 -0.1 -0.1 -0.095
C 1.022092 0.119649 1.316706 -0.1 0.4 0.0 -0.302
N 0.892835 1.166389 0.587321 0.7 -0.2 -0.1 0.177
C -0.324768 1.801434 0.558141 -0.6 0.1 0.3 -0.228
C -0.474267 2.939704 -0.239957 -0.1 0.0 0.1 -0.024
C -1.687463 3.587072 -0.294959 0.1 0.0 0.0 -0.076
C -2.777446 3.121453 0.438173 -0.1 0.0 0.1 -0.077
C -2.647319 2.005604 1.233743 0.0 0.0 0.0 -0.008
C -1.423703 1.339664 1.304389 0.2 0.3 -0.2 -0.079
C -1.267970 0.153631 2.141646 0.0 0.0 0.1 -0.409
O -2.115739 -0.353232 2.838796 -0.2 -0.1 0.1 0.090
N 0.017262 -0.388506 2.084774 0.0 -0.1 0.2 0.208
H 0.153267 -1.240679 2.617969 0.0 0.1 -0.1 0.163
H -3.472318 1.624170 1.816497 -0.1 -0.1 0.0 0.125
H -3.722798 3.639371 0.382473 -0.1 0.0 0.0 0.105
H -1.797899 4.466637 -0.912341 0.0 0.1 -0.1 0.105
H 0.377989 3.287858 -0.801783 0.1 0.0 -0.1 0.111
H 3.119508 0.187176 1.449866 -0.1 0.0 0.1 0.124
H 2.408760 -1.262670 2.202200 0.1 0.0 -0.1 0.133
C 2.000588 -2.610100 0.093387 0.0 -0.1 0.1 -0.100
C 0.476536 -2.497720 0.042451 0.4 0.0 -0.3 -0.468
O -0.252412 -3.185369 0.719333 -0.2 -0.2 0.2 0.078
N 0.085394 -1.551671 -0.850890 0.2 0.0 -0.3 0.141
C -1.184278 -1.009723 -1.049447 -0.5 0.1 -0.1 -0.221
C -1.298986 0.076214 -1.916697 0.0 -0.1 0.0 -0.032
C -2.524228 0.679415 -2.119070 0.1 -0.1 0.0 -0.078
C -3.651735 0.217496 -1.462548 -0.1 -0.1 0.1 -0.141
C -3.525973 -0.865960 -0.610395 -0.1 0.1 -0.1 -0.676
C -2.313389 -1.494594 -0.396258 0.0 -0.2 0.1 -0.066
H -2.237738 -2.333792 0.275669 0.0 0.0 0.0 0.101
Br -5.063142 -1.505565 0.298288 0.1 0.0 0.0 0.751
H -4.610861 0.688143 -1.608324 -0.1 0.0 0.0 0.101
H -2.603537 1.522461 -2.787763 0.0 0.1 -0.1 0.111
H -0.418741 0.450788 -2.417610 0.1 0.1 -0.1 0.118
H 0.849388 -1.036355 -1.276386 -0.1 -0.1 0.2 0.140
H 2.317880 -3.156965 -0.798979 0.0 0.0 0.1 0.133
H 2.271180 -3.212534 0.976675 -0.1 0.1 -0.1 0.135
H 4.676275 -1.447757 0.528934 0.0 -0.1 0.0 0.121
H 4.159122 -2.060171 -1.048571 0.0 0.0 0.1 0.114
```
Positions in Å, forces in eV/Å.

Total energy in hartree: -3679.0160
Gap between HOMO and LUMO in eV: 8.77
Highest occupied orbital energy in hartree: -0.3034
Total charge: 0
Strongest force on any atom in hartree/bohr: 0.015

***

No. 4
The following is a DFT calculation (ωB97M-V/def2-TZVPD) of a 2-piece molecular cluster, C2H7F2NSi overall.

XYZ file:
```
13
Properties=species:S:1:pos:R:3:forces:R:3:lowdin_charge:R:1
C 0.391685 0.434955 1.868776 1.7 0.7 -1.0 -0.116
C -0.485117 -1.319561 -1.565716 -1.5 -0.2 1.0 -0.152
N -0.338754 0.956911 0.672993 2.1 -3.6 -0.8 -0.112
F -1.251835 1.448933 -1.687058 0.6 -0.2 -0.3 -0.104
F 2.684532 0.276017 -1.182426 -2.3 0.1 0.1 -0.696
Si -0.278454 0.428202 -0.957800 1.1 0.2 1.6 0.751
H 1.239138 1.057164 2.248860 -0.4 0.1 -1.1 0.100
H -0.262244 0.486620 2.680308 -1.4 -0.7 1.2 0.053
H 0.858854 -0.516679 1.702421 -0.3 -0.6 -0.1 0.073
H -0.935647 -1.394979 -2.588843 1.1 0.1 0.7 0.061
H 0.315989 -2.009645 -1.267228 0.1 0.5 -0.8 0.049
H -1.333663 -1.666929 -0.904459 0.5 0.4 -0.4 0.053
H -0.604486 1.818990 0.980170 -1.3 3.0 -0.3 0.041
```
Positions in Å, forces in eV/Å.

Total energy in hartree: -624.3636
Gap between HOMO and LUMO in eV: 8.22
Highest occupied orbital energy in hartree: -0.3356
Total charge: 0
Strongest force on any atom in hartree/bohr: 0.083

***

No. 5
The following is a DFT calculation (ωB97M-V/def2-TZVPD) of an isolated ion of composition C38H55N12O5 and charge +1.

XYZ file:
```
110
Properties=species:S:1:pos:R:3:forces:R:3:lowdin_charge:R:1
C -7.170163 -0.779755 -2.303185 0.3 -0.3 0.5 0.147
C -6.559492 -1.105797 -1.327041 -0.1 0.3 -0.2 -0.100
C -5.826142 -1.447477 -0.119539 0.1 -0.3 0.3 -0.195
H -6.525265 -1.886574 0.607911 0.2 0.0 -0.1 0.141
H -5.047136 -2.179673 -0.352519 -0.2 0.0 0.1 0.113
O -5.146918 -0.344840 0.474832 0.0 -0.1 0.0 -0.183
C -6.007854 0.708153 0.873367 0.0 0.5 0.3 -0.167
C -5.297746 1.576413 1.904858 -0.3 -0.3 -0.1 -0.169
H -5.999252 2.339886 2.264933 0.0 -0.1 0.0 0.138
H -4.980498 0.960328 2.759128 -0.1 0.1 0.0 0.140
O -4.174201 2.184773 1.304183 0.1 0.0 -0.1 -0.170
C -3.570231 3.178139 2.108132 0.3 0.2 -0.1 -0.170
H -4.284766 3.985289 2.320478 0.1 0.0 0.0 0.139
C -2.388301 3.762802 1.329844 -0.5 0.0 0.2 -0.148
H -1.951992 4.588354 1.900277 0.0 0.0 0.0 0.137
H -2.767966 4.147109 0.378397 0.0 0.1 0.1 0.125
O -1.399751 2.810061 0.990409 -0.2 -0.1 0.0 -0.187
C -0.283459 2.692450 1.862818 0.3 -0.2 0.3 -0.151
H 0.497141 2.218968 1.261613 0.0 0.1 0.1 0.098
C -0.554681 1.815403 3.098837 0.0 0.4 -0.3 -0.139
N -1.173267 0.573191 2.707056 -0.3 0.1 0.0 0.083
H -2.110510 0.647012 2.339876 0.0 -0.1 0.0 0.117
C -0.435504 -0.442405 2.194749 0.1 -0.5 0.0 -0.375
N -1.060761 -1.244754 1.317388 0.0 -0.2 0.3 0.145
C -0.333925 -2.314142 0.913628 0.2 0.3 0.3 -0.342
N -0.930612 -3.248911 0.176778 -0.1 -0.1 0.1 -0.049
C -2.328204 -3.206668 -0.180836 -0.4 -0.3 0.0 -0.133
H -2.413233 -2.945035 -1.242435 0.0 0.0 0.1 0.122
H -2.830339 -2.466112 0.441174 0.0 0.0 -0.1 0.105
C -2.941646 -4.594680 0.060972 -0.1 0.4 0.1 -0.186
O -2.241314 -5.593708 -0.630584 -0.1 -0.1 -0.2 -0.118
C -0.895935 -5.646623 -0.214228 0.4 0.2 0.0 -0.174
H -0.845766 -5.897106 0.856450 0.0 0.0 -0.1 0.132
C -0.188686 -4.312969 -0.464987 0.1 -0.5 -0.1 -0.119
H -0.150584 -4.104369 -1.539438 0.0 0.0 0.0 0.122
H 0.819189 -4.324275 -0.056425 -0.1 -0.1 -0.1 0.112
H -0.427316 -6.442015 -0.793959 0.0 0.1 0.1 0.132
H -2.937087 -4.808516 1.141797 0.0 0.0 -0.1 0.134
H -3.968513 -4.630489 -0.308267 0.0 0.1 0.1 0.125
N 0.953009 -2.480625 1.215561 0.2 -0.2 -0.1 0.194
C 1.478915 -1.599725 2.060536 -0.6 -0.2 0.0 -0.346
N 2.763218 -1.786995 2.441010 0.0 -0.1 0.1 -0.054
C 3.659316 -2.520434 1.576327 0.1 -0.3 -0.1 -0.093
H 4.261915 -3.208432 2.174365 0.0 0.0 -0.1 0.129
H 3.045710 -3.090944 0.879285 0.2 0.0 0.1 0.107
C 4.568767 -1.499533 0.839119 0.0 -0.3 -0.1 -0.090
N 3.939549 -0.198879 0.915330 0.0 0.1 0.1 -0.033
C 2.989398 0.281781 0.095054 0.3 -0.3 -0.1 -0.407
O 2.341409 1.281945 0.366188 -0.1 0.3 -0.1 0.035
C 2.797852 -0.384070 -1.277444 0.5 0.1 0.0 -0.152
N 1.392780 -0.438784 -1.567282 -0.7 0.5 0.0 -0.065
C 0.462795 0.532727 -1.478798 -0.7 -0.1 -0.2 0.027
C -0.727245 -0.116942 -1.739272 0.5 0.4 0.0 -0.232
N -0.441125 -1.413302 -1.984700 -0.6 -0.1 -0.2 0.085
N 0.818838 -1.592869 -1.879016 0.9 -0.9 -0.2 0.074
C -2.130684 0.378634 -1.650516 0.3 0.1 -0.3 -0.230
N -2.498453 0.412579 -0.204123 -0.3 0.1 0.0 0.197
H -3.517172 0.305337 -0.053625 0.3 0.1 0.0 0.107
H -1.983192 -0.366810 0.361507 -0.3 0.3 -0.3 0.087
H -2.776431 -0.344374 -2.154701 0.0 0.0 0.1 0.149
C -2.274022 1.771277 -2.259248 -0.4 -0.1 0.1 -0.123
H -1.609243 2.447873 -1.717854 0.1 0.0 0.0 0.114
C -3.696840 2.343893 -2.229149 0.1 0.1 -0.3 -0.422
C -3.655476 3.798729 -2.695477 -0.1 -0.2 0.2 -0.066
H -4.644621 4.245480 -2.640451 -0.1 0.1 0.0 0.083
H -2.979677 4.388257 -2.079512 0.1 0.1 0.0 0.069
H -3.313364 3.857466 -3.725937 0.1 0.0 -0.1 0.087
C -4.643661 1.544335 -3.119513 0.1 0.0 0.3 -0.063
H -4.771630 0.524573 -2.766271 0.0 -0.1 0.0 0.047
H -5.624052 2.013473 -3.135933 -0.2 0.0 0.0 0.083
H -4.267644 1.513127 -4.139393 0.1 0.0 -0.2 0.091
H -4.071223 2.325594 -1.200260 0.0 0.0 0.0 0.111
H -1.932596 1.729158 -3.295148 0.1 0.0 0.0 0.140
H 0.698401 1.545293 -1.238799 0.1 0.2 0.1 0.126
H 3.132466 -1.421795 -1.299471 0.0 0.2 0.0 0.147
C 3.577621 0.444488 -2.324740 0.0 -0.2 0.2 -0.038
C 5.016654 0.494578 -1.939825 0.0 -0.2 -0.3 -0.271
C 6.020221 -0.391386 -2.206432 -0.3 0.1 -0.1 0.014
C 7.175860 0.053745 -1.504553 0.0 0.3 0.3 -0.173
C 8.480679 -0.425050 -1.383846 0.0 0.1 0.1 -0.030
C 9.362133 0.268914 -0.586857 0.2 -0.2 -0.1 -0.094
C 8.974838 1.428801 0.091357 -0.1 0.1 0.1 -0.093
C 7.693413 1.925940 -0.010683 0.0 0.1 0.1 -0.025
C 6.799076 1.229451 -0.812853 0.4 -0.4 0.0 -0.211
N 5.483336 1.469849 -1.093245 -0.2 0.3 -0.1 0.136
H 4.946891 2.252065 -0.757725 0.0 0.0 0.0 0.165
H 7.394400 2.824168 0.509120 0.0 0.1 0.1 0.107
H 9.697962 1.944635 0.704613 0.1 0.1 0.1 0.102
H 10.377341 -0.082008 -0.480420 0.1 0.0 0.0 0.101
H 8.785610 -1.317969 -1.907804 0.1 -0.1 0.0 0.111
H 5.955792 -1.252018 -2.842403 -0.1 -0.2 -0.2 0.118
H 3.159252 1.453048 -2.362821 -0.1 0.0 0.0 0.129
H 3.462226 -0.024133 -3.303007 0.0 0.0 0.0 0.136
C 3.980590 0.321660 2.271626 -0.1 0.3 0.1 -0.084
H 3.359104 1.216460 2.302708 0.1 -0.1 0.0 0.116
C 3.427920 -0.771380 3.222514 0.0 0.1 0.2 -0.100
H 4.236474 -1.255249 3.774300 -0.1 0.0 0.0 0.129
H 2.709558 -0.350063 3.923070 0.2 0.0 0.0 0.115
H 5.011189 0.583651 2.521231 0.0 0.0 0.0 0.129
H 4.764924 -1.793679 -0.189135 0.1 0.0 0.1 0.111
H 5.535353 -1.409632 1.341061 0.0 0.0 -0.1 0.136
N 0.809591 -0.580014 2.610574 0.2 0.4 0.2 0.210
H -2.200897 1.324539 0.193351 -0.1 -0.3 0.0 0.105
H 0.395386 1.581192 3.577916 -0.1 0.1 0.1 0.118
H -1.202871 2.323257 3.815864 0.1 0.0 0.0 0.116
H 0.060669 3.684377 2.174114 0.0 0.0 -0.1 0.132
H -3.250737 2.744927 3.065635 0.0 0.1 0.0 0.121
H -6.288356 1.312192 0.001445 0.0 -0.1 0.1 0.135
H -6.918703 0.300774 1.326972 0.0 0.0 0.0 0.140
H -7.705852 -0.528561 -3.169981 -0.3 0.2 -0.5 0.039
```
Positions in Å, forces in eV/Å.

Total energy in hartree: -2514.0976
Gap between HOMO and LUMO in eV: 8.39
Highest occupied orbital energy in hartree: -0.3631
Total charge: +1
Strongest force on any atom in hartree/bohr: 0.025

***

No. 6
The following is a DFT calculation (ωB97M-V/def2-TZVPD) of a single C5H7NO molecule.

XYZ file:
```
14
Properties=species:S:1:pos:R:3:forces:R:3:lowdin_charge:R:1
C -0.157121 0.694756 1.856767 -1.2 0.4 -0.3 0.010
C 1.069476 -0.384484 0.035265 0.6 -0.4 -0.4 -0.096
C 1.707416 -0.977245 -0.991905 0.3 -0.2 -0.2 -0.181
O 0.948547 -1.064657 -2.154959 -0.1 0.0 -0.1 -0.049
C -0.241828 -0.499523 -1.860970 -0.1 0.1 0.2 -0.114
C -0.178992 -0.093211 -0.559381 0.5 -0.1 0.2 -0.355
N -1.091943 0.566699 0.374840 0.6 0.1 0.9 0.086
H 0.755999 1.300959 1.785446 -0.8 -0.2 -0.6 0.068
H 0.143760 -0.262755 2.303317 -0.6 0.3 -0.8 0.068
H -0.929545 1.189153 2.428826 -0.3 0.2 0.3 0.046
H 2.697780 -1.398707 -1.074470 -0.1 0.0 -0.2 0.088
H -0.955867 -0.486840 -2.673788 0.0 0.1 0.2 0.111
H -1.966635 0.033131 0.506820 0.6 0.1 0.4 0.158
H -1.412635 1.484651 0.026965 0.5 -0.2 0.5 0.158
```
Positions in Å, forces in eV/Å.

Total energy in hartree: -324.5224
Gap between HOMO and LUMO in eV: 7.33
Highest occupied orbital energy in hartree: -0.2599
Total charge: 0
Strongest force on any atom in hartree/bohr: 0.025

***

No. 7
The following is a DFT calculation (ωB97M-V/def2-TZVPD) of a single C2H6N2S2 molecule.

XYZ file:
```
12
Properties=species:S:1:pos:R:3:forces:R:3:lowdin_charge:R:1
C -0.941736 1.153405 0.359786 -0.9 -1.6 -0.5 -0.112
C -0.218928 -0.197405 0.662655 0.1 -0.3 1.9 -0.718
N -0.829502 -2.104152 -0.440837 0.4 2.2 2.4 0.099
N -0.212845 -1.018286 -0.518894 -1.0 -2.0 -0.8 -0.210
S 2.333360 0.169479 -1.081914 -0.2 0.2 0.6 0.320
S 1.641802 -0.008026 0.900554 -0.4 -0.3 0.1 0.435
H -1.293113 0.958826 -0.665164 -0.1 0.6 0.1 0.063
H -0.305601 2.051391 0.310258 -0.4 -0.5 0.6 0.070
H -1.884431 1.169765 0.969288 1.1 0.6 -0.3 0.084
H -0.658937 -0.845183 1.598009 1.2 1.8 -2.1 0.148
H -0.649639 -2.626274 -1.253068 0.2 -0.7 -1.9 0.035
H 3.019567 1.296459 -0.840677 -0.1 0.1 0.0 -0.213
```
Positions in Å, forces in eV/Å.

Total energy in hartree: -985.6076
Gap between HOMO and LUMO in eV: 9.04
Highest occupied orbital energy in hartree: -0.3187
Total charge: 0
Strongest force on any atom in hartree/bohr: 0.064

***

No. 8
The following is a DFT calculation (ωB97M-V/def2-TZVPD) of a 2-piece molecular cluster, C4H12S2 overall.

XYZ file:
```
18
Properties=species:S:1:pos:R:3:forces:R:3:lowdin_charge:R:1
S 1.750219 -0.473550 -0.039380 -0.2 0.3 0.6 0.707
C 0.000000 0.000000 0.000000 -0.4 0.1 0.1 -0.453
C 1.592209 -1.699719 1.293339 0.0 -0.8 -0.3 -0.441
H -0.276690 0.106320 1.062430 0.0 0.1 -0.5 0.023
H -0.641910 -0.772960 -0.455070 0.3 0.3 0.1 0.027
H -0.188850 0.959370 -0.510440 0.3 -0.4 0.2 0.037
H 0.998980 -1.362320 2.159849 0.3 0.2 -0.4 0.037
H 2.577059 -2.042149 1.653099 -0.4 0.3 -0.3 0.034
H 1.073880 -2.551909 0.822480 0.2 0.1 0.5 0.029
S -3.885989 -3.040319 2.315669 0.4 1.4 0.4 0.722
C -2.917119 -1.722359 1.477950 0.1 -0.1 0.2 -0.434
C -4.520599 -3.797759 0.864120 0.0 -1.0 -1.1 -0.495
H -2.115889 -2.178719 0.872660 -0.3 0.1 0.3 0.019
H -2.455129 -1.078239 2.244949 -0.2 -0.3 -0.3 0.030
H -3.540659 -1.094030 0.819930 0.1 -0.3 0.3 0.044
H -3.636118 -4.069428 0.263700 -0.5 -0.1 -0.1 0.033
H -5.207618 -3.209939 0.232400 0.2 0.0 0.5 0.045
H -5.033268 -4.723838 1.174210 0.2 0.4 -0.2 0.035
```
Positions in Å, forces in eV/Å.

Total energy in hartree: -955.9447
Gap between HOMO and LUMO in eV: 9.42
Highest occupied orbital energy in hartree: -0.3151
Total charge: 0
Strongest force on any atom in hartree/bohr: 0.029